[1]
# C5H12N2O

One molecule with the formula C5H12N2O in a non-equilibrium geometry (wB97M-V/def2-TZVPD, the Open Molecules 2025 dataset).

Geometry as XYZ:
```
20
Properties=species:S:1:pos:R:3
C 0.6498 1.7177 1.7356
C 0.6840 0.2220 1.3671
C -0.1232 -0.2125 0.1140
C 0.2995 -1.6032 -0.3615
N -0.8354 -2.2654 -1.0037
N -0.0730 0.8404 -0.8999
C -1.1453 1.2388 -1.6603
O -1.0449 1.4726 -2.8465
H -0.1900 2.2773 1.3298
H 1.5947 2.1906 1.4782
H 0.5969 1.7374 2.8249
H 1.7287 0.0031 1.1035
H 0.4271 -0.4049 2.2052
H -1.1463 -0.2793 0.4815
H 1.1766 -1.5248 -1.0105
H 0.5557 -2.1347 0.5545
H -0.8957 -3.2221 -0.6918
H -0.8509 -2.2007 -2.0093
H 0.6721 0.6350 -1.5616
H -2.0804 1.5126 -1.1491
```

Structure (SMILES) = CC[C@H](CN)NC=O
Multiplicity = 1
Net charge = 0
F_max = 0.0403 hartree/bohr
E_LUMO = 0.885 eV
E_tot = -382.45291 Eh

Here are the natural (NBO) charges for atoms 1 to 6, given in e: atom 1 (C): -0.61, atom 2 (C): -0.40, atom 3 (C): -0.05, atom 4 (C): -0.23, atom 5 (N): -0.85, atom 6 (N): -0.63

[2]
# C7H13NO2

A 3-piece molecular cluster, C7H13NO2 overall in a non-equilibrium geometry (wB97M-V/def2-TZVPD, the Open Molecules 2025 dataset).

Geometry as XYZ:
```
23
Properties=species:S:1:pos:R:3
C -2.1490 -0.2478 -1.2347
N 0.4581 1.1197 -1.9757
C 0.2473 0.4466 -0.7657
C -0.8775 -0.2674 -0.4275
C -0.9115 -0.8409 0.8912
C 0.0942 -0.6166 1.8118
C 1.3361 -0.1353 1.3727
C 1.3611 0.5117 0.1118
H -2.4398 0.7224 -1.6646
H -2.1713 -0.9799 -2.0488
H -2.9697 -0.4432 -0.5351
H 1.4056 1.3083 -2.2342
H -0.2390 1.1639 -2.6851
H -1.8011 -1.4016 1.1641
H -0.1003 -0.7848 2.8641
H 2.1917 -0.2819 2.0209
H 2.3584 0.8893 -0.0800
H -0.6601 2.9529 1.6788
H 0.2571 2.0248 2.3345
O 0.1803 2.5031 1.5046
H 0.7680 -2.8399 -0.8676
H 2.0324 -2.0065 -0.7971
O 1.6288 -2.7971 -0.4384
```

Multiplicity = 2
Net charge = -1
F_max = 0.0385 hartree/bohr
E_LUMO (spin up / spin down) = 3.867 / 3.726 eV
E_tot = -479.68816 Eh

Here are the natural (NBO) charges for atoms 1 to 6, given in e: atom 1 (C): -0.68, atom 2 (N): -0.85, atom 3 (C): 0.19, atom 4 (C): -0.20, atom 5 (C): -0.37, atom 6 (C): -0.26